Formula: C6H12NP3
Source: OMol25
Level of theory: the ωB97M-V functional and the def2-TZVPD basis

The calculation puts the highest occupied orbital energy at -6.95 eV. For the calculated total energy, the calculation gives -1314.468525 Ha. The value obtained for the HOMO-LUMO gap is 6.66 eV.

Geometry as ORCA input:
```
! RIJCOSX wB97M-V def2-TZVPD def2/J DEFGRID3
* xyz 0 1
C -0.931 0.427 0.078
C 0.380 0.185 -0.433
C 0.948 -2.206 -0.873
C 1.467 -3.468 -0.441
C 1.522 1.934 0.810
C 1.325 1.399 -0.605
N 0.864 -1.045 -0.503
P -1.981 -0.690 0.845
P -4.804 -0.681 -0.757
P -3.703 0.580 0.648
H -1.324 1.326 -0.190
H 1.451 -3.650 0.582
H 2.537 -3.418 -0.554
H 0.941 -4.227 -1.013
H 0.607 2.297 1.247
H 2.253 2.758 0.784
H 1.924 1.127 1.316
H 2.228 1.142 -1.132
H 0.841 2.247 -1.259
H -5.667 0.446 -0.806
H -3.843 -0.572 -1.825
H -4.198 -0.042 1.889
*
```

Formula: C2H3N3O
Source: OMol25
Level of theory: the ωB97M-V functional and the def2-TZVPD basis

The calculation puts the highest occupied orbital energy (alpha / beta) at -10.81 / -10.49 eV. For the calculated total energy, the calculation gives -317.262985 Ha. As for the expectation value of S²: 2.012. The value obtained for the HOMO-LUMO gap (alpha / beta) is 11.51 / 8.33 eV.

Geometry as ORCA input:
```
! RIJCOSX wB97M-V def2-TZVPD def2/J DEFGRID3
* xyz 0 3
C -0.853 -0.952 0.052
C -0.562 0.369 -0.153
N -1.692 1.065 -0.187
N -2.645 0.273 -0.023
N 2.636 0.908 0.330
O -2.177 -1.018 0.134
H -0.264 -1.837 0.136
H 2.811 1.292 -0.593
H 2.746 -0.101 0.304
*
```

Formula: C7H14NS
Source: OMol25
Level of theory: the ωB97M-V functional and the def2-TZVPD basis

The calculation puts the highest occupied orbital energy at -12.17 eV. For the calculated total energy, the calculation gives -727.674944 Ha. The value obtained for the HOMO-LUMO gap is 7.54 eV.

Geometry as ORCA input:
```
! RIJCOSX wB97M-V def2-TZVPD def2/J DEFGRID3
* xyz 1 1
C 2.085 1.289 -0.867
C 2.779 0.123 -0.791
C 1.044 1.475 0.298
C 0.402 0.100 0.610
C -0.282 -0.171 1.927
C -0.469 -1.846 -0.546
C -1.542 0.294 -0.921
N -0.217 -0.452 -0.596
S 2.513 -1.115 0.331
H 2.226 1.979 -1.647
H 3.447 -0.162 -1.572
H 1.642 1.672 1.131
H 0.438 2.253 -0.042
H -0.039 0.569 2.696
H -0.012 -1.204 2.176
H -1.260 -0.036 1.822
H -0.948 -2.093 -1.413
H 0.411 -2.277 -0.262
H -1.112 -2.166 0.223
H -1.684 0.014 -1.882
H -2.325 -0.266 -0.483
H -1.407 1.257 -0.587
H 0.177 -0.078 -1.453
*
```

Formula: C27H45NO13S
Source: OMol25
Level of theory: the ωB97M-V functional and the def2-TZVPD basis

Its structure (SMILES) is CCCCCCC[C@H]1NC(=O)C[C@@H]1S.C[C@@H]1COC(=O)O1.C[C@@H]1COC(=O)O1.C[C@@H]1COC(=O)O1.C[C@@H]1COC(=O)O1. The calculation puts the highest occupied orbital energy at -8.80 eV. For the calculated total energy, the calculation gives -2486.920221 Ha. The value obtained for the HOMO-LUMO gap is 9.00 eV.

Geometry as ORCA input:
```
! RIJCOSX wB97M-V def2-TZVPD def2/J DEFGRID3
* xyz 0 1
C 0.279 -1.580 -1.591
C 0.971 -0.202 -1.539
C 0.450 0.746 -2.635
C -0.550 1.780 -2.081
C -1.918 1.789 -2.771
C -2.944 2.424 -1.802
C -3.571 1.418 -0.828
C -4.877 0.727 -1.304
N -5.520 1.231 -2.501
C -4.911 0.594 -3.576
O -4.834 1.038 -4.644
C -4.332 -0.767 -3.108
C -4.807 -0.789 -1.639
S -6.577 -1.340 -1.841
H 0.845 -2.305 -1.020
H -0.731 -1.482 -1.195
H 0.196 -1.875 -2.632
H 2.025 -0.385 -1.698
H 0.813 0.222 -0.554
H 0.058 0.180 -3.473
H 1.317 1.297 -2.981
H -0.123 2.768 -2.229
H -0.680 1.691 -1.006
H -2.245 0.803 -3.074
H -1.883 2.438 -3.641
H -2.361 3.113 -1.195
H -3.667 3.032 -2.335
H -3.840 1.985 0.054
H -2.833 0.702 -0.482
H -5.492 0.729 -0.409
H -5.582 2.236 -2.561
H -3.264 -0.848 -3.233
H -4.887 -1.541 -3.624
H -4.315 -1.418 -0.917
H -7.164 -0.954 -0.692
C -8.444 1.914 3.009
C -7.404 0.821 3.075
C -6.575 0.832 4.336
O -5.344 0.244 3.894
C -5.222 0.516 2.571
O -4.227 0.359 1.938
O -6.390 0.995 2.069
H -9.139 1.734 2.188
H -9.018 1.962 3.934
H -7.977 2.883 2.826
H -7.868 -0.156 2.918
H -7.016 0.246 5.139
H -6.367 1.841 4.701
C 5.049 -5.567 -0.334
C 4.964 -4.066 -0.191
C 3.557 -3.532 -0.090
O 3.694 -2.211 -0.629
C 4.731 -2.245 -1.506
O 4.980 -1.382 -2.282
O 5.436 -3.396 -1.373
H 6.075 -5.909 -0.194
H 4.422 -6.064 0.408
H 4.740 -5.879 -1.332
H 5.575 -3.729 0.652
H 3.192 -3.494 0.935
H 2.844 -4.087 -0.705
C 7.978 -1.305 -1.510
C 8.989 -0.649 -0.599
C 10.181 -0.066 -1.315
O 11.205 -0.143 -0.316
C 10.891 -1.184 0.502
O 11.627 -1.658 1.305
O 9.619 -1.607 0.269
H 7.063 -1.517 -0.972
H 7.732 -0.663 -2.354
H 8.356 -2.258 -1.883
H 8.502 0.103 0.029
H 10.025 0.964 -1.629
H 10.492 -0.661 -2.178
C -1.721 1.776 2.788
C -0.764 2.513 3.697
C 0.427 3.109 2.988
O 1.422 3.117 4.017
C 1.122 2.101 4.874
O 1.851 1.694 5.717
O -0.125 1.620 4.624
H -2.648 1.550 3.307
H -1.962 2.375 1.908
H -1.298 0.824 2.468
H -1.297 3.273 4.276
H 0.241 4.117 2.622
H 0.784 2.487 2.162
*
```

Formula: C19H36BBiFN16OSbSe4Si
Source: OMol25
Level of theory: the ωB97M-V functional and the def2-TZVPD basis

The calculation puts the highest occupied orbital energy at -2.56 eV. For the calculated total energy, the calculation gives -12171.892917 Ha. The value obtained for the HOMO-LUMO gap is 6.36 eV.

Geometry as ORCA input:
```
! RIJCOSX wB97M-V def2-TZVPD def2/J DEFGRID3
* xyz -2 1
Bi 0.200 0.933 -0.557
C 2.056 -3.203 0.267
Si 2.073 -1.443 0.987
C 3.477 -1.307 2.263
C 0.482 -1.298 1.993
N 2.187 -0.263 -0.272
C 3.173 -0.285 -1.221
C 4.284 -1.157 -1.182
C 5.269 -1.162 -2.153
C 5.217 -0.288 -3.229
C 4.145 0.590 -3.307
C 3.176 0.571 -2.333
F 2.146 1.442 -2.476
H 1.523 -3.894 0.927
H 3.061 -3.603 0.114
H 1.554 -3.186 -0.702
H 3.488 -2.184 2.916
H 3.332 -0.421 2.885
H 4.460 -1.225 1.794
H 0.485 -2.066 2.771
H -0.426 -1.439 1.402
H 0.401 -0.330 2.486
H 4.360 -1.845 -0.350
H 6.091 -1.865 -2.068
H 5.984 -0.290 -3.991
H 4.058 1.307 -4.114
N -2.118 0.468 -3.618
C -2.188 1.684 -3.008
N -3.231 2.510 -3.201
N -2.927 3.615 -2.555
N -1.782 3.460 -1.978
N -1.256 2.244 -2.241
C -1.234 -0.540 -3.311
N -1.402 -1.776 -3.754
N -0.369 -2.459 -3.233
N 0.377 -1.682 -2.528
N -0.131 -0.425 -2.566
H -2.936 0.182 -4.127
C -5.666 -1.837 -0.181
N -4.418 -1.181 0.161
C -4.463 0.263 0.005
C -3.217 -1.808 -0.131
N -2.235 -1.138 -0.595
N -3.207 -3.188 0.127
C -3.624 -3.615 1.453
C -2.057 -3.925 -0.361
H -6.040 -1.479 -1.149
H -6.421 -1.617 0.578
H -5.526 -2.912 -0.249
H -5.311 0.649 0.573
H -4.569 0.558 -1.047
H -3.549 0.698 0.390
H -1.393 -1.697 -0.699
H -4.344 -2.916 1.868
H -2.765 -3.675 2.136
H -4.082 -4.607 1.394
H -1.161 -3.765 0.255
H -1.831 -3.645 -1.389
H -2.301 -4.989 -0.342
Se -1.771 6.593 -0.245
Sb -0.386 5.111 -1.496
Se 2.469 5.003 0.319
Se 0.423 5.807 -3.643
Se 0.893 3.348 -0.165
B -2.483 2.602 3.390
C -1.849 1.920 2.146
N -1.436 1.403 1.195
H -1.596 3.072 4.074
H -3.069 1.732 4.001
H -3.229 3.458 2.983
C 4.372 1.885 1.719
N 3.544 2.394 2.800
C 2.184 2.294 2.718
N 1.466 3.001 3.626
O 1.643 1.526 1.918
H 5.315 1.517 2.129
H 4.572 2.662 0.977
H 3.846 1.063 1.240
H 3.889 3.232 3.237
H 1.861 3.825 4.044
H 0.462 3.007 3.504
*
```

Formula: C4H6N2S
Source: OMol25
Level of theory: the ωB97M-V functional and the def2-TZVPD basis

Its structure (SMILES) is Nc1ccc(S)[nH]1. The calculation puts the highest occupied orbital energy at -8.33 eV. For the calculated total energy, the calculation gives -663.674182 Ha. The value obtained for the HOMO-LUMO gap is 9.17 eV.

Geometry as ORCA input:
```
! RIJCOSX wB97M-V def2-TZVPD def2/J DEFGRID3
* xyz 0 1
N -2.763 -0.894 -0.005
C -1.457 -0.173 0.014
C -1.241 1.163 -0.049
C 0.095 1.491 0.009
C 0.722 0.293 0.100
S 2.340 -0.367 -0.113
N -0.209 -0.750 0.028
H -3.329 -0.542 0.819
H -3.166 -0.893 -0.909
H -2.162 1.862 0.059
H 0.376 2.508 -0.095
H 2.894 -0.387 1.202
H 0.035 -1.816 0.123
*
```

Formula: C4H6F2
Source: OMol25
Level of theory: the ωB97M-V functional and the def2-TZVPD basis

Its structure (SMILES) is C=C(F)CCF. The calculation puts the highest occupied orbital energy at -9.56 eV. For the calculated total energy, the calculation gives -355.651872 Ha. The value obtained for the HOMO-LUMO gap is 10.32 eV.

Geometry as ORCA input:
```
! RIJCOSX wB97M-V def2-TZVPD def2/J DEFGRID3
* xyz 0 1
C -0.809 -1.757 0.865
C 0.175 -0.869 0.439
F 1.435 -1.324 0.177
C 0.035 0.525 0.297
C 0.168 1.111 -1.061
F 1.643 1.306 -1.350
H -0.674 -2.943 0.770
H -1.676 -1.192 1.149
H -0.863 0.972 0.862
H 0.957 1.037 0.815
H -0.143 2.163 -0.812
H -0.248 0.973 -2.151
*
```